[1]
Molecular formula: C23H37LaO2
Method: DFT, ωB97M-V/def2-TZVPD

Properties
energy relative to the best compared isomer or geometry (same formula, charge and spin) = 0.0 kJ/mol
HOMO energy = -6.4 eV
gap between HOMO and LUMO = 6.64 eV

CARTESIAN COORDINATES (ANGSTROEM)
O 2.28 1.66 -3.11
C 1.76 1.82 -4.51
C 3.09 2.20 -5.12
H 1.01 2.63 -4.61
H 1.38 0.86 -4.89
C 3.58 2.00 -3.65
H 3.12 3.25 -5.44
H 3.45 1.49 -5.87
C 4.10 3.33 -3.15
H 3.30 4.07 -3.18
H 4.92 3.67 -3.80
H 4.49 3.20 -2.13
C 4.58 0.86 -3.51
H 4.15 -0.11 -3.76
H 4.92 0.85 -2.47
H 5.44 1.02 -4.16
La -0.53 -0.51 1.52
C -0.57 -3.03 2.67
C -1.80 -3.04 1.95
C -1.51 -3.01 0.56
H -2.79 -3.16 2.39
C -0.09 -3.05 0.41
C 0.49 -3.07 1.71
H 1.56 -3.14 1.94
H -0.47 -3.11 3.75
H -2.26 -3.05 -0.24
H 0.43 -3.17 -0.54
C -0.02 -0.05 4.19
C 1.24 -0.46 3.66
C 1.70 0.56 2.77
H 1.78 -1.35 3.96
C 0.72 1.61 2.76
C -0.32 1.24 3.66
H -1.19 1.85 3.94
H -0.60 -0.56 4.96
H 2.65 0.57 2.24
H 0.77 2.55 2.21
O -0.72 0.12 -0.89
C 0.69 -0.31 -1.22
C 0.50 -1.12 -2.49
H 1.17 -0.85 -0.37
H 1.30 0.60 -1.43
C -0.37 -0.11 -3.24
H -0.08 -2.05 -2.36
H 1.45 -1.34 -2.98
C -1.39 0.35 -2.18
H -0.78 -0.45 -4.22
H 0.22 0.80 -3.42
H -2.31 -0.26 -2.22
H -1.63 1.43 -2.26
C -3.74 0.25 4.50
C -3.71 -0.62 3.25
C -5.10 -1.10 2.84
C -3.02 0.08 2.08
H -4.25 1.21 4.32
H -2.73 0.48 4.86
H -4.27 -0.26 5.32
H -3.14 -1.54 3.52
H -5.77 -0.26 2.57
H -5.02 -1.75 1.95
H -5.58 -1.68 3.64
H -3.46 -0.20 1.12
H -3.04 1.17 2.22


[2]
Molecular formula: C3H7O3
Method: DFT, ωB97M-V/def2-TZVPD

Properties
energy relative to the best compared isomer or geometry (same formula, charge and spin) = 55.4 kJ/mol
net charge = -1
HOMO energy = -4.4 eV
gap between HOMO and LUMO = 8.74 eV

CARTESIAN COORDINATES (ANGSTROEM)
C 2.33 -0.04 1.45
C 1.05 0.32 0.70
O 0.54 -0.62 0.02
O 0.64 1.48 0.84
H 3.11 0.71 1.30
H 2.68 -1.01 1.10
H 2.07 -0.21 2.51
C -2.27 0.06 -1.56
O -2.02 -0.93 -0.59
H -1.08 -0.76 -0.27
H -1.37 0.35 -2.11
H -3.00 -0.32 -2.28
H -2.69 0.96 -1.11


Q: Which of these has the lowest gap between HOMO and LUMO?
A: C23H37LaO2


Q: The lowest energy relative to the best compared isomer or geometry (same formula, charge and spin) belongs to which entry?
A: C23H37LaO2